Entry 1:
A single C9H11NO4 molecule in a non-equilibrium geometry, computed with ωB97M-V/def2-TZVPD.

Summary:
Molar mass: 197.19 Da
Energy relative to the best compared isomer or geometry (same formula, charge and spin): 485.7 kJ/mol
HOMO: -0.3381 Eh
SMILES: CCO[C@@](O)(c1ccccc1)[N+](=O)[O-]

```
25
Properties=species:S:1:pos:R:3:nbo_charge:R:1
C -1.1848 0.9626 3.3221 -0.63
C 0.0313 0.1061 2.8619 -0.06
O 0.4062 0.3398 1.4680 -0.50
C 0.0265 -0.5498 0.5152 0.68
O -1.0406 -1.3276 0.8556 -0.71
C 0.0913 -0.0892 -0.9071 -0.14
C -0.7896 -0.4959 -1.9034 -0.18
C -0.7685 0.0526 -3.1774 -0.20
C 0.2131 1.0032 -3.4971 -0.19
C 1.0171 1.4766 -2.5049 -0.20
C 0.9576 0.9532 -1.2100 -0.16
N 1.3347 -1.7968 0.3915 0.47
O 2.4151 -1.5300 0.8492 -0.37
O 0.9476 -2.8326 -0.1367 -0.44
H -1.3661 1.1148 4.3385 0.22
H -0.8886 1.8393 2.8466 0.21
H -2.0214 0.4993 2.7838 0.21
H -0.1036 -0.9256 3.1931 0.19
H 0.9199 0.3960 3.3871 0.19
H -1.1795 -2.1120 0.2309 0.52
H -1.4402 -1.3686 -1.7748 0.21
H -1.4042 -0.3671 -3.9708 0.22
H 0.3434 1.3125 -4.5097 0.21
H 1.6912 2.2676 -2.7808 0.22
H 1.7923 1.0715 -0.6707 0.22
```

***

Entry 2:
2 unconnected molecules or ions with the total composition C9H11O2, computed with ωB97M-V/def2-TZVPD.

Summary:
Molar mass: 151.19 Da
Charge: -1
Energy relative to the best compared isomer or geometry (same formula, charge and spin): 26.7 kJ/mol
HOMO: -0.1405 Eh

```
22
Properties=species:S:1:pos:R:3:nbo_charge:R:1
C -1.5229 0.4759 4.1462 -0.73
C -1.5470 1.9552 3.7135 0.76
O -0.9658 2.7843 4.4431 -0.79
O -2.1636 2.1642 2.6385 -0.81
H -1.2078 0.3507 5.1891 0.19
H -0.7753 -0.0742 3.5634 0.19
H -2.5122 0.0474 3.9839 0.20
C 0.5307 -2.4079 -2.9727 -0.62
C -0.2857 0.5213 -0.7006 -0.19
C -0.3963 -0.6552 -1.4221 -0.22
C 0.8967 1.2477 -0.7682 -0.22
C 0.6654 -1.1207 -2.1980 -0.03
C 1.9363 0.8207 -1.5761 -0.21
C 1.8237 -0.3600 -2.2963 -0.23
H -1.1131 0.8536 -0.0768 0.25
H -1.3188 -1.2184 -1.4376 0.20
H 0.9361 2.1720 -0.2122 0.23
H 2.7915 1.4789 -1.6364 0.20
H 1.3107 -3.1104 -2.6557 0.21
H 0.6918 -2.2674 -4.0476 0.21
H 2.6603 -0.7761 -2.8426 0.20
H -0.4350 -2.8815 -2.8347 0.21
```

***

Entry 3:
2 unconnected molecules or ions with the total composition C9H11O3 in a non-equilibrium geometry, computed with ωB97M-V/def2-TZVPD.

Summary:
Molar mass: 167.18 Da
Charge: -1
Energy relative to the best compared isomer or geometry (same formula, charge and spin): 223.5 kJ/mol
HOMO: -0.1013 Eh

```
23
Properties=species:S:1:pos:R:3:nbo_charge:R:1
C -2.6165 0.4097 2.5856 -0.75
C -1.8462 -0.8519 2.6658 0.80
O -1.4460 -1.4598 1.5222 -0.70
O -1.7486 -1.4247 3.7817 -0.62
H -3.6911 0.2324 2.7267 0.23
H -2.4599 1.0862 1.6985 0.24
H -2.3488 1.0099 3.4336 0.24
C 1.9828 -1.7691 -2.8740 -0.61
C 0.6518 1.6314 -0.6106 0.42
C -0.1677 0.4364 -0.7298 -0.39
C 1.6483 1.7998 -1.5909 -0.37
C 0.2818 -0.7032 -1.4197 -0.21
C 2.1549 0.7132 -2.2155 -0.19
C 1.5141 -0.5574 -2.1577 -0.17
O 0.4489 2.3870 0.3348 -0.74
H -1.3380 -0.8882 0.6986 0.53
H -1.0145 0.5130 -0.1787 0.15
H 1.9110 2.8229 -1.7228 0.20
H -0.2670 -1.6218 -1.5576 0.19
H 3.0189 0.7116 -2.9121 0.18
H 1.3082 -2.4975 -3.1168 0.20
H 2.7453 -2.3634 -2.3176 0.17
H 2.4813 -1.6787 -3.7801 0.19
```

***

The records above yield frontier orbital gap values of 9.8; 6.7; 6.2 eV, respectively.
The records above yield E values of -705.12016; -500.08240; -575.27331 a.u., respectively.